The following is a DFT calculation (ωB97M-V/def2-TZVPD) of a molecular structure, C11H24LiO11 in a non-equilibrium geometry.

## Properties
- Lowest unoccupied orbital energy: 2.55 eV
- Multiplicity: 1
- HOMO: -1.34 eV
- Net charge: -1
- Largest force on an atom: 13.4 eV Å⁻¹
- Energy above the lowest of the compared OMol25 structures with the same formula, charge and spin: 143.6 kcal per mole

Cartesian coordinates (Å):
H (-0.0224, -4.2731, 1.3025)
O (-0.7830, -0.0835, 0.4362)
H (0.4005, 5.3080, -0.3830)
H (3.6391, 0.3174, 1.1177)
C (0.4874, 1.2203, 2.4070)
H (-2.6002, -3.3974, -0.7367)
H (1.8824, -1.2722, -2.7157)
H (2.1993, 0.2090, 2.0888)
H (-1.2295, -2.2971, -1.0892)
H (-1.1398, 0.3081, -2.2393)
O (1.5523, -3.1182, -2.1675)
H (1.5153, 1.5809, 2.4457)
H (-0.0393, 1.0405, 3.3442)
H (-0.6036, 1.9499, -2.4579)
C (1.0125, -3.9318, 1.2768)
H (-1.8799, 1.7550, 2.2614)
H (-1.3892, -3.2985, 0.3810)
H (-2.3247, 2.3854, 0.7197)
H (1.5682, -2.2929, -4.1959)
H (-1.3250, 5.6490, -0.5788)
O (-2.8977, 0.4118, 1.1816)
C (-0.2476, 0.9273, -2.3328)
C (1.0274, -2.8831, -0.8276)
H (1.1595, -3.0199, 1.8555)
O (-0.3439, 2.0849, 1.6417)
H (0.2525, -1.8587, -3.0957)
C (-0.5772, 4.8564, -0.5514)
O (1.1255, 2.5870, 0.0150)
H (-3.5626, 2.1695, 2.0507)
O (-0.8734, 3.8584, 0.4281)
C (-1.9171, -2.6554, -0.3231)
O (0.7373, 0.7641, -1.3019)
H (0.1567, 0.7715, -3.3329)
H (0.5635, 0.3637, 1.7372)
C (-2.6926, 1.7627, 1.5351)
C (2.5749, 0.0859, 1.0730)
O (-2.5784, -1.5645, 0.3431)
O (1.8014, 0.7736, 0.0511)
Li (0.5307, -0.4374, -0.1641)
H (-0.6214, 4.3107, -1.4939)
H (2.6268, -0.9960, 0.9506)
O (0.2930, -1.8810, -0.5746)
C (1.3154, -2.0932, -3.1546)
H (1.6019, -4.6845, 1.8004)
C (-2.0140, -0.3716, 0.5992)
O (1.5401, -3.8521, 0.0082)
C (0.0991, 2.8111, 0.6653)